ORCA calculation (ωB97M-V with the def2-TZVPD basis set) on 2 unconnected molecules or ions with the total composition C3H10N3OP at a distorted geometry.

The value obtained for the total energy is -19077.9114 eV. The value obtained for the energy above the lowest of the compared OMol25 structures with the same formula, charge and spin is 64.7 kcal/mol. The calculation puts the HOMO energy (alpha / beta) at -0.2862 / -0.2861 hartree.

Geometry (Å):
C1 1.4473 1.1911 2.7729
C2 -0.9953 -0.3199 -1.5705
C3 -1.3268 -1.6533 -2.1042
N1 2.0455 0.5187 1.8616
N2 -1.6992 0.2750 -0.6702
N3 1.8212 2.1454 -0.4766
O1 2.9338 -0.0056 -0.8030
P1 1.7294 0.5065 -0.2022
H1 1.1049 2.1388 2.4696
H2 1.0492 0.5505 3.6255
H3 -0.2307 0.2447 -2.0750
H4 -2.1056 -2.1700 -1.4570
H5 -0.3640 -2.2487 -2.3435
H6 -1.9055 -1.4618 -3.0330
H7 2.2537 -0.5042 2.1235
H8 -2.5208 -0.1866 -0.1742
H9 2.3947 2.1579 -1.3480
H10 0.8744 2.5465 -0.7170